C17H44ClInNO6 as an isolated structure at a distorted geometry. Source: the OMol25 dataset; level of theory: the ωB97M-V functional and the def2-TZVPD basis.

```
70
Properties=species:S:1:pos:R:3:mulliken_charge:R:1
C 2.08 0.50 1.58 -0.92
C 2.48 1.75 0.78 -0.49
N 2.23 1.59 -0.68 -0.69
In 0.20 0.88 -1.04 0.88
C -1.06 1.69 0.65 -1.50
C -2.41 2.30 0.22 0.54
C -3.57 1.45 0.81 -1.14
Cl -2.55 3.96 1.04 -0.35
H 1.17 0.64 2.18 0.30
H 2.87 0.27 2.31 0.29
H 1.92 -0.40 0.97 0.23
H 1.95 2.65 1.12 0.25
H 3.57 1.88 0.91 0.38
H 2.18 2.55 -1.02 0.15
H 0.32 -0.93 -0.99 -0.41
H -0.38 1.38 -2.66 -0.39
H -1.17 0.88 1.39 0.34
H -0.48 2.46 1.17 0.36
H -2.50 2.46 -0.85 0.42
H -4.34 1.21 0.07 0.22
H -4.09 1.98 1.62 0.26
H -3.22 0.50 1.24 0.38
C -8.21 2.98 -0.60 -0.81
O -7.13 2.81 0.30 -0.31
C -6.69 4.03 0.88 -0.20
C -7.23 4.21 2.28 -0.52
O -8.65 4.36 2.29 -0.38
C -9.32 3.17 2.65 -0.73
H -8.63 2.00 -0.81 0.26
H -9.00 3.62 -0.18 0.34
H -7.85 3.42 -1.54 0.31
H -6.97 4.88 0.24 0.34
H -5.60 3.99 0.92 0.13
H -6.81 5.12 2.71 0.37
H -6.93 3.37 2.92 0.32
H -9.23 2.99 3.73 0.32
H -8.93 2.30 2.11 0.32
H -10.37 3.29 2.41 0.25
C 3.42 -3.23 3.96 -0.81
O 3.08 -2.94 2.62 -0.33
C 4.21 -2.80 1.78 -0.40
C 4.44 -4.05 0.95 -0.51
O 4.80 -5.16 1.77 -0.39
C 3.71 -6.04 2.00 -0.71
H 2.52 -3.55 4.48 0.26
H 4.16 -4.04 4.02 0.35
H 3.81 -2.34 4.45 0.30
H 5.10 -2.55 2.36 0.33
H 4.01 -1.96 1.10 0.36
H 5.28 -3.87 0.27 0.32
H 3.56 -4.28 0.35 0.33
H 3.51 -6.63 1.10 0.32
H 2.81 -5.50 2.29 0.31
H 3.99 -6.71 2.80 0.24
C 5.83 -0.33 -4.97 -0.72
O 4.91 -1.23 -5.58 -0.37
C 4.90 -2.51 -4.96 -0.46
C 3.72 -2.66 -4.02 -0.58
O 3.83 -1.80 -2.91 -0.29
C 3.01 -0.63 -3.02 -0.71
H 5.61 0.67 -5.33 0.25
H 5.73 -0.34 -3.88 0.29
H 6.86 -0.60 -5.25 0.33
H 5.84 -2.69 -4.44 0.29
H 4.82 -3.25 -5.77 0.37
H 3.72 -3.69 -3.63 0.38
H 2.78 -2.50 -4.55 0.33
H 1.96 -0.90 -2.84 0.22
H 3.10 -0.16 -4.01 0.29
H 3.32 0.08 -2.26 0.30
```

Summary:
HOMO energy = -0.156 Ha
Net charge = -1
Electronic energy = -49809.362 eV